DFT (ωB97M-V with the def2-TZVPD basis set) results for a 2-piece molecular cluster, H3O5 overall in a non-equilibrium geometry.

```
8
Properties=species:S:1:pos:R:3:forces:R:3:nbo_charge:R:1
O -2.158298 -0.630103 0.295628 -1.842 -0.934 1.763 -0.21
O 1.301802 -0.789400 0.092935 1.661 -0.372 -2.163 -0.33
O 0.726458 1.259187 -0.023709 0.421 0.735 -0.440 -0.28
O -1.037631 -0.546403 -0.274186 -1.646 -0.116 -2.244 0.02
O 0.418634 0.069845 0.554100 -0.226 1.631 2.135 0.26
H -2.980568 -0.031402 0.091784 2.363 0.141 -0.635 0.52
H 1.307021 -1.537839 0.673370 -0.241 -1.166 1.283 0.52
H 1.477651 1.056559 -0.646279 -0.489 0.081 0.301 0.51
```
Positions in Å, forces in eV/Å.

Output
charge = +1
2S+1 = 1
orbital gap (alpha / beta) = 8.51 / 9.78 eV
LUMO energy (alpha / beta) = -8.0 / -7.1 eV
highest occupied orbital energy (alpha / beta) = -16.50 / -16.89 eV
strongest force on any atom = 0.054 hartree/bohr